[1]
Molecular formula: H12O6
Method: DFT, ωB97M-V/def2-TZVPD

ORCA input file:
```
! wB97M-V def2-TZVPD RIJCOSX def2/J DEFGRID3
* xyz 0 1
H 1.8809 -0.4320 -0.4670
H 2.7122 0.8351 -0.3516
H -2.7287 -2.4672 -1.5425
H -1.7747 -1.2927 -1.4000
H -1.6974 -0.0968 3.6600
H -0.8199 -0.8638 2.6845
H 2.0090 0.6197 -2.8616
H 1.1873 1.5008 -3.7882
H -2.0754 -0.6222 0.1661
H -1.6756 0.8071 -0.1611
H 0.9665 0.6159 0.6675
H 1.7755 1.0868 1.8649
O 2.7350 -0.1089 -0.1585
O -2.5240 -1.7197 -0.9696
O -0.9341 -0.6843 3.6245
O 1.7609 1.5385 -3.0146
O -1.6866 0.1671 0.5595
O 0.8891 1.1165 1.4875
*
```

orbital gap = 0.3723 Ha
highest occupied orbital energy = -10.467 eV
energy above the lowest of the compared OMol25 structures with the same formula, charge and spin = 2.024 eV

Atomic partial charges in e from the Mulliken method, atoms 1 to 4: atom 1 (H): 0.272, atom 2 (H): 0.362, atom 3 (H): 0.319, atom 4 (H): 0.290

---

[2]
Molecular formula: C4H22O8
Method: DFT, ωB97M-V/def2-TZVPD

ORCA input file:
```
! wB97M-V def2-TZVPD RIJCOSX def2/J DEFGRID3
* xyz 0 1
C 2.1909 1.5581 -1.4335
C 0.9881 0.6943 -1.6047
C 0.3290 0.8173 -2.9978
C 0.0010 0.5679 -0.4525
O 3.0858 1.3292 -0.6566
H 2.2939 2.5309 -1.9588
H 1.4898 -0.2795 -1.6515
H 0.3555 -0.0436 -3.6577
H 0.6141 1.7336 -3.5178
H -0.7453 0.8844 -2.8103
H 0.5316 0.4611 0.4909
H -0.5883 -0.3271 -0.6128
H -0.6608 1.4329 -0.4337
H 1.2367 1.3255 3.2619
H 2.4602 1.8451 2.6483
O 1.7873 1.1745 2.4822
H 0.1139 -4.2322 1.6143
H 1.6421 -4.6340 1.8570
O 0.7569 -4.9399 1.6675
H -0.3801 4.3164 -1.4069
H -0.0593 3.1852 -2.4972
O -0.6702 3.5124 -1.8366
H 0.1285 -1.5686 1.8756
H -0.5938 -2.0571 0.7179
O -0.0974 -2.4156 1.4723
H 0.7178 -1.9919 4.5371
H 1.7754 -2.9001 4.0813
O 0.8161 -2.8009 4.0229
H -2.5573 -2.1580 -1.7124
H -2.8696 -0.9359 -0.9190
O -2.1280 -1.5201 -1.1330
H -4.6797 1.8828 0.4670
H -3.4109 2.1400 -0.1722
O -3.8740 1.4126 0.2687
*
```

orbital gap = 0.3624 Ha
highest occupied orbital energy = -9.616 eV
energy above the lowest of the compared OMol25 structures with the same formula, charge and spin = 1.149 eV

Atomic partial charges in e from the Mulliken method, atoms 1 to 4: atom 1 (C): -0.233, atom 2 (C): 0.890, atom 3 (C): -1.617, atom 4 (C): -0.426

---

[3]
Molecular formula: C12H19BCoF4IN4O
Method: DFT, ωB97M-V/def2-TZVPD

ORCA input file:
```
! wB97M-V def2-TZVPD RIJCOSX def2/J DEFGRID3
* xyz -2 5
C -1.5157 0.2052 -3.9019
I -0.0928 0.8349 -5.2346
H -2.4461 -0.1340 -4.3220
H -1.1531 -0.5266 -3.2229
H -1.6963 1.1436 -3.3590
C 0.5959 3.6527 1.6391
C -0.6246 3.9234 1.1339
N -1.0501 2.8525 0.4230
C -0.0990 1.8709 0.4353
N 0.9265 2.3974 1.1782
H 1.1963 4.2381 2.2519
H -1.2495 4.8099 1.3104
C 2.1324 -3.1838 -1.2250
C 0.5454 -1.6529 -0.6716
N 1.8844 -1.8465 -0.9061
H 0.7263 -4.8581 -1.3433
N 0.0132 -2.8997 -0.7704
H 3.0939 -3.5734 -1.4983
Co -0.3684 0.0576 -0.2351
C -2.1104 -0.2992 1.0370
O -3.1883 -0.6167 0.7082
C 0.9637 -3.8268 -1.1372
C -1.3477 -3.2939 -0.4612
H -1.3773 -4.3906 -0.4650
H -2.0437 -2.9169 -1.2232
H -1.6388 -2.9328 0.5307
C 2.9492 -0.9030 -0.7550
H 3.7736 -1.1625 -1.4128
H 3.3403 -0.8999 0.2774
H 2.6105 0.1243 -0.9871
C 2.1300 1.7251 1.6307
H 2.7277 2.4531 2.1419
H 2.6950 1.3307 0.7883
H 1.8803 0.9070 2.3197
C -2.3512 2.7787 -0.2360
H -2.2315 2.6358 -1.3133
H -2.8365 3.7329 -0.0466
H -2.9452 1.9605 0.1792
F -0.8672 -1.6227 2.3134
B -0.3560 -0.7052 3.3849
F -0.8642 -1.2558 4.5902
F 1.0522 -0.7691 3.2352
F -0.7830 0.6356 3.2192
*
```

orbital gap (spin up / spin down) = 0.0728 / 0.2447 Ha
highest occupied orbital energy (spin up / spin down) = 2.269 / -2.233 eV

Atomic partial charges in e from the Mulliken method, atoms 1 to 4: atom 1 (C): -0.506, atom 2 (I): -0.094, atom 3 (H): 0.442, atom 4 (H): -0.328

---

[4]
Molecular formula: C47H48AsIMgO2P2Si2
Method: DFT, ωB97M-V/def2-TZVPD

ORCA input file:
```
! wB97M-V def2-TZVPD RIJCOSX def2/J DEFGRID3
* xyz 0 1
Mg -0.6788 0.7504 0.3008
O 0.8405 -1.0807 3.4559
C 0.0011 -1.1201 2.5789
O 0.0716 -0.4876 1.4538
C -1.2737 -1.9321 2.7659
C -1.5432 -2.3281 4.0732
C -2.6989 -3.0187 4.3922
C -3.6032 -3.3323 3.3905
C -3.3376 -2.9617 2.0823
C -2.1812 -2.2579 1.7422
P -1.8738 -1.9059 -0.0498
C -1.2190 -3.5190 -0.6131
C -0.9081 -4.5634 0.2508
C -0.4404 -5.7723 -0.2507
C -0.2550 -5.9404 -1.6132
C -0.5340 -4.8906 -2.4812
C -1.0105 -3.6898 -1.9838
C -3.5627 -1.9548 -0.7683
C -4.2427 -0.7405 -0.8320
C -5.5096 -0.6622 -1.3892
C -6.1083 -1.8007 -1.9090
C -5.4372 -3.0145 -1.8604
C -4.1732 -3.0921 -1.2938
H -0.8166 -2.0707 4.8315
H -2.8955 -3.3077 5.4163
H -4.5148 -3.8682 3.6216
H -4.0465 -3.2253 1.3091
H -1.0458 -4.4477 1.3176
H -0.2158 -6.5818 0.4319
H 0.1110 -6.8824 -2.0004
H -0.3823 -5.0093 -3.5462
H -1.2417 -2.8805 -2.6678
H -3.7724 0.1594 -0.4530
H -6.0204 0.2913 -1.4327
H -7.0918 -1.7420 -2.3570
H -5.8973 -3.9061 -2.2663
H -3.6656 -4.0481 -1.2567
I 0.1270 0.1372 -2.8466
C 2.0027 0.5005 -3.7329
C 1.8786 0.6562 -5.0870
C 2.9990 0.8836 -5.9042
C 4.2276 0.9272 -5.3295
C 4.3890 0.7590 -3.9327
C 5.7085 0.7652 -3.4259
C 5.9468 0.5608 -2.1042
C 4.8562 0.3834 -1.2417
C 3.5461 0.4130 -1.6570
P 2.3293 0.1783 -0.2608
C 2.8280 -1.5361 0.1499
C 2.2553 -2.5383 -0.6311
C 2.6283 -3.8620 -0.4651
C 3.5586 -4.2056 0.5057
C 4.1209 -3.2160 1.2977
C 3.7638 -1.8876 1.1159
C 3.0826 1.1762 1.0738
C 2.8352 0.7967 2.3963
C 3.2996 1.5762 3.4451
C 3.9866 2.7552 3.1926
C 4.1985 3.1592 1.8823
C 3.7499 2.3755 0.8290
C 3.2669 0.5658 -3.0615
H 0.8992 0.6029 -5.5407
H 2.8710 1.0077 -6.9706
H 5.1157 1.0812 -5.9293
H 6.5229 0.9160 -4.1235
H 6.9547 0.5378 -1.7123
H 5.0657 0.2310 -0.1902
H 1.5195 -2.2820 -1.3856
H 2.1832 -4.6244 -1.0894
H 3.8429 -5.2409 0.6444
H 4.8434 -3.4742 2.0611
H 4.2233 -1.1307 1.7379
H 2.2719 -0.1063 2.6100
H 3.1129 1.2620 4.4638
H 4.3460 3.3625 4.0133
H 4.7182 4.0865 1.6770
H 3.9308 2.6984 -0.1885
C -4.7017 1.7324 1.6627
Si -3.5045 3.1451 1.3519
C -4.5374 4.6278 0.8413
C -2.6513 3.5703 2.9688
As -2.1320 2.6090 -0.4733
Si -0.4317 4.2037 -0.2004
C 0.7470 3.9378 -1.6412
C -1.1056 5.9518 -0.2889
C 0.5497 4.0445 1.3882
H -5.4465 2.0358 2.4026
H -4.2100 0.8292 2.0312
H -5.2309 1.4757 0.7435
H -5.2288 4.9141 1.6382
H -5.1216 4.3922 -0.0502
H -3.9151 5.4915 0.6056
H -3.3982 3.6950 3.7570
H -2.1058 4.5108 2.8772
H -1.9451 2.8010 3.2867
H 0.2107 3.9777 -2.5914
H 1.2308 2.9589 -1.5775
H 1.5335 4.6969 -1.6523
H -1.7251 6.0853 -1.1775
H -0.2870 6.6746 -0.3274
H -1.7172 6.1869 0.5841
H 0.9409 3.0353 1.5266
H -0.0577 4.2786 2.2619
H 1.4076 4.7211 1.3781
*
```

orbital gap = 0.2835 Ha
highest occupied orbital energy = -7.672 eV
energy above the lowest of the compared OMol25 structures with the same formula, charge and spin = 0.189 eV

Atomic partial charges in e from the Mulliken method, atoms 1 to 4: atom 1 (Mg): 0.812, atom 2 (O): -0.727, atom 3 (C): 0.299, atom 4 (O): 1.267

---

[5]
Molecular formula: C20H27N2O6P
Method: DFT, ωB97M-V/def2-TZVPD

ORCA input file:
```
! wB97M-V def2-TZVPD RIJCOSX def2/J DEFGRID3
* xyz 0 1
C 1.7210 2.8525 1.9808
C 1.7551 2.5339 0.4902
O 2.8227 2.4582 -0.0662
N 0.5515 2.2988 -0.3207
C 0.4319 0.8471 -0.4875
C 0.6647 -0.1487 0.6473
O 0.1750 0.4187 -1.5748
C -0.6235 2.9099 0.2097
C -1.6668 2.1941 0.7614
C -2.8077 2.8013 1.2264
P -4.1934 1.8290 1.8950
N -4.8650 1.0062 0.7517
O -5.2235 2.8859 2.5399
O -3.6687 0.8059 3.0252
C -2.9541 4.1706 1.1705
C -1.9264 4.8922 0.6205
C -0.7777 4.2869 0.1464
C 0.2500 5.1973 -0.4561
O 1.4482 5.0318 -0.3947
C -0.2813 6.4359 -1.1397
C -1.3766 7.0102 -0.6735
C -2.0851 6.4018 0.5030
O -2.7091 7.0411 1.3174
H 2.1092 3.8677 2.1033
H 2.4066 2.1601 2.4719
H 0.7204 2.8183 2.4195
H 1.4771 0.1096 1.3346
H -0.2195 -0.3338 1.2642
H 0.9308 -1.1124 0.2074
H -1.6590 1.1125 0.8301
H -5.8352 1.2609 0.6139
H -6.0881 2.7626 2.1357
H -3.2909 0.0662 2.5276
H -3.8414 4.6907 1.5107
H 0.2911 6.8322 -1.9721
H -1.7670 7.9209 -1.1204
C 1.9763 -3.1295 -2.1992
C 2.0925 -3.8910 -0.8827
C 3.0638 -5.0687 -0.9403
C 2.6819 -6.1757 -1.9241
C 1.3060 -6.7999 -1.6953
C 1.1739 -7.4949 -0.3436
H 1.5825 -3.7638 -2.9947
H 1.2972 -2.2817 -2.0886
H 2.9480 -2.7416 -2.5114
H 1.1019 -4.2308 -0.5661
H 2.4396 -3.1935 -0.1135
H 3.1641 -5.4916 0.0637
H 4.0579 -4.6962 -1.2073
H 3.4415 -6.9623 -1.8707
H 2.7262 -5.7868 -2.9453
H 1.1248 -7.5344 -2.4846
H 0.5231 -6.0432 -1.7966
H 1.9213 -8.2839 -0.2369
H 0.1878 -7.9520 -0.2457
H 1.2942 -6.7945 0.4845
*
```

orbital gap = 0.2895 Ha
highest occupied orbital energy = -9.166 eV
energy above the lowest of the compared OMol25 structures with the same formula, charge and spin = 0.172 eV

Atomic partial charges in e from the Mulliken method, atoms 1 to 4: atom 1 (C): -1.163, atom 2 (C): 0.488, atom 3 (O): -0.561, atom 4 (N): 0.334

---

[6]
Molecular formula: BCdH24O14P
Method: DFT, ωB97M-V/def2-TZVPD

ORCA input file:
```
! wB97M-V def2-TZVPD RIJCOSX def2/J DEFGRID3
* xyz -2 1
Cd 1.8349 -0.9709 -0.6475
P 3.2157 1.8828 -0.9484
O 2.0174 2.8947 -1.0034
O 4.4593 2.5829 -1.4853
O 2.7687 0.5005 -1.5630
O 3.3664 1.5702 0.5970
B -0.3401 -0.1383 0.1172
H -0.1372 -1.2678 -0.0720
H 0.6739 0.4318 0.1471
H -0.9705 0.4314 -0.6954
H -0.8011 -0.0473 1.2102
O 1.1833 -2.0060 -2.6025
H 0.9459 -1.4820 -3.3786
H 1.1403 -2.9215 -2.8893
O -3.2033 -1.4768 -1.7493
H -3.6576 -1.1951 -0.9398
H -2.5662 -2.1303 -1.4504
O 1.6908 -3.0614 0.1565
H 1.1763 -3.2358 0.9492
H 1.7627 -3.9096 -0.2889
O -3.4568 -0.3956 0.8968
H -3.5842 0.5149 1.1781
H -2.5307 -0.4219 0.5983
O 0.6296 2.2427 1.8565
H -0.0355 2.2922 2.5509
H 0.2875 1.5620 1.2466
O -1.2207 -1.6800 3.1560
H -0.9258 -1.1340 2.3994
H -0.6337 -2.4380 3.1455
O -2.3184 0.6753 4.2935
H -1.7285 1.4168 4.1313
H -1.8705 -0.0836 3.8870
O 2.9419 -0.5339 1.1902
H 3.2406 0.5072 1.0599
H 3.4087 -0.8654 1.9603
O 0.2459 1.8749 -2.6138
H -0.2421 1.3257 -1.9914
H 1.1019 2.1303 -2.0973
O -2.8519 2.3800 -3.1796
H -1.8884 2.2586 -3.1560
H -3.1283 1.9201 -3.9755
*
```

orbital gap = 0.1132 Ha
highest occupied orbital energy = 0.197 eV
energy above the lowest of the compared OMol25 structures with the same formula, charge and spin = 2.604 eV

Atomic partial charges in e from the Mulliken method, atoms 1 to 4: atom 1 (Cd): 1.184, atom 2 (P): 0.807, atom 3 (O): -0.812, atom 4 (O): -0.878

---

[7]
Molecular formula: C42H43N2OP2SiTi
Method: DFT, ωB97M-V/def2-TZVPD

ORCA input file:
```
! wB97M-V def2-TZVPD RIJCOSX def2/J DEFGRID3
* xyz 2 2
Ti -0.3543 -0.2933 -0.8357
C -1.6631 3.3438 -1.5629
Si -0.3020 2.2232 -1.0330
C 0.2806 2.7304 0.6816
C 0.8258 4.0073 0.8605
C 1.2929 4.4233 2.0991
C 1.2293 3.5660 3.1936
C 0.6959 2.2960 3.0476
C 0.2224 1.8857 1.7992
P -0.4947 0.2305 1.6023
C -2.3063 0.3477 1.7759
C -2.9674 1.5688 1.6703
C -4.3544 1.6232 1.7725
C -5.0846 0.4632 1.9940
C -4.4287 -0.7598 2.1062
C -3.0486 -0.8198 1.9827
C 0.0666 -0.7472 3.0020
C 1.3547 -1.2755 2.9431
C 1.8782 -1.9653 4.0255
C 1.1138 -2.1339 5.1740
C -0.1684 -1.6042 5.2408
C -0.6939 -0.9086 4.1585
C 1.1835 2.4978 -2.1544
C 1.3035 3.6613 -2.9272
C 2.4256 3.8961 -3.7087
C 3.4609 2.9680 -3.7447
C 3.3637 1.8029 -3.0058
C 2.2327 1.5674 -2.2215
P 2.1332 0.0092 -1.2855
C 3.3838 0.0547 0.0173
C 3.6784 1.2820 0.6103
C 4.5545 1.3358 1.6882
C 5.1405 0.1733 2.1704
C 4.8498 -1.0516 1.5803
C 3.9656 -1.1146 0.5125
C 2.5590 -1.3027 -2.4682
C 3.8578 -1.7446 -2.7094
C 4.0995 -2.6993 -3.6907
C 3.0526 -3.2176 -4.4415
C 1.7551 -2.7760 -4.2200
C 1.5184 -1.8271 -3.2383
H -1.3404 4.3848 -1.4624
H -2.5431 3.2067 -0.9278
H -1.9559 3.1747 -2.6028
H 0.9024 4.6868 0.0157
H 1.7099 5.4164 2.2134
H 1.5943 3.8879 4.1610
H 0.6602 1.6309 3.9021
H -2.4023 2.4845 1.5326
H -4.8610 2.5785 1.7068
H -6.1609 0.5144 2.1073
H -4.9925 -1.6609 2.3203
H -2.5443 -1.7730 2.1066
H 1.9662 -1.1286 2.0633
H 2.8833 -2.3661 3.9736
H 1.5190 -2.6729 6.0211
H -0.7595 -1.7228 6.1402
H -1.6863 -0.4827 4.2341
H 0.5095 4.4000 -2.9224
H 2.4950 4.8042 -4.2948
H 4.3354 3.1490 -4.3567
H 4.1652 1.0737 -3.0544
H 3.2299 2.1962 0.2366
H 4.7857 2.2901 2.1451
H 5.8319 0.2210 3.0027
H 5.3142 -1.9575 1.9491
H 3.7340 -2.0767 0.0726
H 4.6887 -1.3404 -2.1443
H 5.1130 -3.0322 -3.8756
H 3.2491 -3.9573 -5.2070
H 0.9384 -3.1587 -4.8172
H 0.4966 -1.4744 -3.1272
C -3.8385 -4.0623 -0.7736
N -2.8060 -3.0122 -0.8988
C -1.4186 -3.4299 -0.6481
C -3.0100 -1.7493 -1.2657
O -1.9117 -1.0498 -1.4860
N -4.1525 -1.1181 -1.4430
C -4.1792 0.2566 -1.9842
C -5.5139 -1.6528 -1.2459
H -3.3230 -5.0163 -0.7498
H -4.5014 -4.0738 -1.6325
H -4.4104 -3.9653 0.1448
H -1.4391 -4.4319 -0.2333
H -0.9502 -2.8074 0.1158
H -0.8108 -3.4267 -1.5499
H -3.1908 0.6118 -2.2326
H -4.6243 0.9092 -1.2335
H -4.8001 0.2638 -2.8791
H -5.5848 -2.2677 -0.3604
H -5.8597 -2.1953 -2.1236
H -6.1623 -0.7949 -1.0926
*
```

orbital gap (spin up / spin down) = 0.2770 / 0.2773 Ha
highest occupied orbital energy (spin up / spin down) = -13.334 / -13.108 eV

Atomic partial charges in e from the Mulliken method, atoms 1 to 4: atom 1 (Ti): -0.806, atom 2 (C): -1.355, atom 3 (Si): 1.772, atom 4 (C): 0.388

---

[8]
Molecular formula: CH3FIP
Method: DFT, ωB97M-V/def2-TZVPD

ORCA input file:
```
! wB97M-V def2-TZVPD RIJCOSX def2/J DEFGRID3
* xyz 0 1
C 1.0040 0.1450 0.4250
F -1.3228 0.7397 -1.5941
P -1.3380 0.3972 -0.0023
I -2.1961 -1.8485 -0.0950
H 1.1652 0.8267 1.2010
H 1.4536 0.7098 -0.3251
H 1.2340 -0.9699 0.3906
*
```

orbital gap = 0.3262 Ha
highest occupied orbital energy = -8.848 eV
energy above the lowest of the compared OMol25 structures with the same formula, charge and spin = 0.610 eV

Atomic partial charges in e from the Mulliken method, atoms 1 to 4: atom 1 (C): -1.026, atom 2 (F): -0.224, atom 3 (P): 0.286, atom 4 (I): -0.018

---

[9]
Molecular formula: C22H24ClF3N6O2
Method: DFT, ωB97M-V/def2-TZVPD

ORCA input file:
```
! wB97M-V def2-TZVPD RIJCOSX def2/J DEFGRID3
* xyz 0 1
C -4.0466 5.2575 -0.7797
H -3.1013 5.0862 -1.3042
O -4.9333 4.1761 -0.9460
C -4.5658 2.9545 -0.4846
C -3.3626 2.6656 0.1484
C -3.0950 1.3753 0.5771
C -4.0105 0.3529 0.3894
C -5.2174 0.6497 -0.2400
C -5.4935 1.9261 -0.6729
H -6.4262 2.1610 -1.1598
H -5.9480 -0.1323 -0.3872
C -3.7407 -1.0778 0.8189
N -2.7114 -1.2296 1.8254
C -1.4119 -1.1599 1.4157
C -0.2230 -1.0069 2.1151
C 0.7942 -1.0833 1.1428
N 0.2655 -1.2589 -0.0612
N -1.0610 -1.3092 0.1162
C -2.0000 -1.4474 -0.9617
C -3.3313 -1.9412 -0.3875
H -3.2122 -2.9743 -0.0538
H -4.1004 -1.9013 -1.1578
H -2.1275 -0.4870 -1.4855
C -1.4651 -2.4483 -1.9939
F -2.4013 -2.7089 -2.9237
F -0.3961 -2.0040 -2.6533
F -1.1394 -3.6200 -1.4423
C 2.2600 -0.9923 1.3385
O 2.7737 -0.7458 2.4152
N 2.9448 -1.2338 0.2064
H 2.4106 -1.3468 -0.6418
C 4.3896 -1.1379 0.1265
C 4.8342 0.1755 -0.4304
C 5.0547 1.3522 0.2671
N 5.4301 2.2711 -0.6507
N 5.4532 1.7652 -1.8863
C 5.0908 0.4985 -1.7799
C 4.9969 -0.3920 -2.9677
H 5.6315 -1.2681 -2.8391
H 3.9716 -0.7308 -3.1127
H 5.3177 0.1534 -3.8503
C 5.7858 3.6403 -0.4240
H 4.9405 4.2000 -0.0162
H 6.0708 4.0666 -1.3833
H 6.6250 3.7115 0.2709
C 4.9428 1.6603 1.7140
H 5.9306 1.7405 2.1701
H 4.3866 0.8738 2.2182
H 4.4227 2.6054 1.8655
H 4.7673 -1.2611 1.1447
H 4.7571 -1.9554 -0.4995
Cl -0.0876 -0.7678 3.8034
H -2.8888 -0.8208 2.7310
H -4.6644 -1.4958 1.2369
H -2.1525 1.1853 1.0692
H -2.6226 3.4313 0.3169
H -4.5490 6.1188 -1.2164
H -3.8467 5.4535 0.2784
*
```

orbital gap = 0.3225 Ha
highest occupied orbital energy = -8.282 eV

Atomic partial charges in e from the Mulliken method, atoms 1 to 4: atom 1 (C): -0.828, atom 2 (H): 0.335, atom 3 (O): -0.461, atom 4 (C): 0.855

---

Calculated E_tot, -12479.090; -20883.666; -78035.392; -162335.523; -45732.105; -43585.496; -98838.767; -21192.019; -56915.062 eV (same order as the records).